ORCA calculation (ωB97M-V/def2-TZVPD) on the ion C11H10NO2 with charge +1 at a distorted geometry.

Output
Kohn-Sham gap (spin up / spin down) = 0.2345 / 0.2213 Eh
Lowest unoccupied orbital energy (spin up / spin down) = -0.150 / -0.299 Eh
HOMO (spin up / spin down) = -10.5 / -14.1 eV
Largest force on an atom = 0.164 Eh/bohr
Relative energy (zero: lowest compared OMol25 entry of this formula, charge and spin) = 0.0 kJ/mol
<S²> = 2.04
Molecular weight = 188.21 g mol⁻¹

ORCA input file:
```
! wB97M-V def2-TZVPD RIJCOSX def2/J DEFGRID3
* xyz 1 3
C -3.502 -1.895 -0.167
C -2.221 -2.134 0.211
C -4.086 -0.599 -0.271
C -1.352 -1.084 0.462
C -3.183 0.475 -0.017
C -1.832 0.161 0.292
C -3.381 1.913 -0.048
C -1.070 1.395 0.385
C 2.438 0.810 1.046
C 1.329 0.972 0.042
C 1.464 0.766 -1.392
N 0.199 1.385 0.469
O -1.889 2.398 0.206
O -4.160 2.705 -0.390
H -4.273 -2.756 -0.209
H -1.924 -3.100 0.466
H -4.994 -0.460 -0.759
H -0.277 -1.421 0.547
H 2.165 1.178 2.063
H 3.338 1.162 0.682
H 2.558 -0.146 1.296
H 1.774 -0.349 -1.492
H 2.511 1.246 -1.679
H 0.601 1.062 -1.985
*
```

Löwdin population analysis, charges in e, atoms 1 to 5: -0.0042 -0.0186 0.0742 0.0279 -0.0224

***

ORCA calculation (ωB97M-V/def2-TZVPD) on a structure of composition C26H34BrN2OPbS2.

Output
Kohn-Sham gap = 0.2381 Eh
Lowest unoccupied orbital energy = -0.358 Eh
HOMO = -16.2 eV
Largest force on an atom = 0.018 Eh/bohr
Molecular weight = 741.81 g mol⁻¹

ORCA input file:
```
! wB97M-V def2-TZVPD RIJCOSX def2/J DEFGRID3
* xyz 3 1
Pb 0.784 0.243 -0.495
C 2.899 -2.490 -2.700
C 2.832 -1.137 -2.071
C 3.560 -0.848 -0.893
C 4.285 -1.954 -0.192
C 3.669 0.482 -0.439
C 4.374 0.775 0.846
C 3.186 1.555 -1.255
C 3.647 2.955 -1.010
C 2.436 1.269 -2.434
C 2.053 2.357 -3.381
C 2.178 -0.087 -2.795
C 1.514 -0.401 -4.098
H 1.920 -2.884 -2.966
H 3.404 -3.219 -2.081
H 3.473 -2.405 -3.624
H 3.698 -2.868 -0.151
H 4.565 -1.697 0.822
H 5.209 -2.172 -0.729
H 5.451 0.813 0.698
H 4.175 0.004 1.583
H 4.061 1.718 1.278
H 2.837 3.679 -1.050
H 4.363 3.227 -1.789
H 4.158 3.072 -0.062
H 1.049 2.214 -3.772
H 2.733 2.349 -4.234
H 2.111 3.342 -2.932
H 2.258 -0.372 -4.894
H 0.742 0.317 -4.349
H 1.072 -1.391 -4.099
Br -2.681 -1.426 1.875
N -1.771 3.874 -1.097
C -1.887 2.679 -0.547
S -1.380 1.304 -1.517
N -2.384 2.473 0.654
C -2.703 3.466 1.629
C -1.796 4.488 1.890
C -2.066 5.400 2.895
C -3.234 5.296 3.633
C -4.141 4.283 3.358
C -3.876 3.355 2.365
H -1.464 3.948 -2.057
H -2.225 4.681 -0.685
H -2.632 1.522 0.908
H -0.870 4.553 1.340
H -1.360 6.186 3.107
H -3.435 6.001 4.424
H -5.058 4.213 3.919
H -4.576 2.561 2.151
C -1.418 -4.058 3.210
S -1.215 -3.050 1.736
O 0.073 -2.426 1.710
C -1.433 -3.838 0.130
C -2.437 -3.482 -0.747
C -2.380 -3.980 -2.043
C -1.343 -4.820 -2.419
C -0.378 -5.210 -1.498
C -0.408 -4.708 -0.206
H -0.707 -4.880 3.140
H -2.439 -4.429 3.256
H -1.184 -3.456 4.087
H -3.246 -2.833 -0.454
H -3.145 -3.701 -2.752
H -1.288 -5.179 -3.436
H 0.402 -5.903 -1.774
H 0.348 -4.986 0.511
*
```

Löwdin population analysis, charges in e, atoms 1 to 5: 1.3592 -0.0064 -0.2310 -0.2372 -0.0084

***

ORCA calculation (ωB97M-V/def2-TZVPD) on a cluster of 2 separate species, C3H7NO2 in total.

Output
Kohn-Sham gap = 0.4067 Eh
Lowest unoccupied orbital energy = 0.035 Eh
HOMO = -10.1 eV
SMILES string = C/N=C1\O[C@H]1O.[H][H]
Largest force on an atom = 0.010 Eh/bohr
Relative energy (zero: lowest compared OMol25 entry of this formula, charge and spin) = 363.3 kJ/mol
Molecular weight = 89.09 g mol⁻¹

ORCA input file:
```
! wB97M-V def2-TZVPD RIJCOSX def2/J DEFGRID3
* xyz 0 1
C -0.719 0.455 1.970
N -0.210 0.770 0.641
C 0.589 -0.036 0.120
O 1.186 -1.225 0.346
C 1.365 -0.539 -0.977
O 0.833 -1.127 -2.074
H -1.785 0.214 1.890
H -0.204 -0.384 2.455
H -0.631 1.345 2.600
H 2.394 -0.240 -1.148
H -0.132 -1.112 -2.012
H -1.292 1.008 -1.542
H -1.394 0.871 -2.269
*
```

Löwdin population analysis, charges in e, atoms 1 to 5: -0.1111 0.0382 -0.3886 0.1040 -0.2524

***

no.,energy (eV)
1,-17142.30139
2,-129476.85533
3,-8806.76398